69
Properties=species:S:1:pos:R:3:forces:R:3 method="wB97M-V/def2-TZVPD" multiplicity=5 orbital_gap_ha="0.27097 / 0.20642" s2=6.0636 total_charge=+1 homo_energy_ev="-9.70 / -11.08"
C -0.663 -1.940 2.104 -1.2 -1.3 2.0
C -0.729 -2.560 0.834 -1.0 -1.7 -0.3
C 0.612 -2.895 0.436 0.9 -2.6 0.4
H -1.642 -2.786 0.307 0.1 0.0 0.0
C 1.492 -2.459 1.468 0.7 -3.1 0.9
C 0.705 -1.872 2.496 0.5 -1.6 2.0
H 1.096 -1.477 3.426 -0.1 0.1 -0.3
H -1.531 -1.652 2.688 0.3 0.2 -0.1
H 0.910 -3.417 -0.460 0.0 0.1 -0.1
H 2.567 -2.559 1.476 -0.1 0.1 -0.1
Os 0.405 -0.873 0.706 1.0 9.1 -2.5
Cl 2.510 0.362 0.588 -0.7 -0.2 0.3
P 0.384 -0.466 -1.551 -0.2 -1.0 -3.2
C 1.528 -1.612 -2.451 0.3 -0.3 -0.2
C 1.138 -2.235 -3.651 0.1 0.2 0.1
H 0.100 -2.196 -3.983 0.4 0.1 0.0
C 2.081 -2.894 -4.442 0.0 0.0 0.1
H 1.758 -3.350 -5.377 0.1 0.1 0.2
C 3.420 -2.950 -4.052 -0.1 0.1 0.1
H 4.162 -3.433 -4.692 -0.3 0.1 0.2
C 3.808 -2.382 -2.836 -0.2 0.0 0.0
H 4.849 -2.418 -2.512 -0.3 -0.1 -0.1
C 2.865 -1.743 -2.028 -0.2 0.0 -0.2
H 3.173 -1.308 -1.079 0.0 0.0 -0.3
C -1.220 -0.911 -2.368 -0.1 0.0 -0.2
C -1.731 -2.213 -2.208 -0.2 0.2 0.2
H -1.159 -2.963 -1.660 -0.2 0.3 -0.1
C -2.957 -2.578 -2.767 0.4 0.2 -0.1
H -3.380 -3.554 -2.531 0.1 0.2 -0.2
C -3.605 -1.701 -3.642 0.0 0.1 0.1
H -4.540 -2.005 -4.120 0.3 0.2 0.2
C -3.045 -0.448 -3.906 0.0 -0.1 0.1
H -3.508 0.219 -4.635 0.1 -0.2 0.3
C -1.887 -0.035 -3.238 0.0 -0.1 0.1
H -1.492 0.967 -3.422 -0.2 -0.4 0.0
C 0.785 1.129 -2.357 -0.1 0.8 0.3
C 1.686 1.231 -3.429 -0.1 -0.2 0.0
H 2.298 0.370 -3.712 -0.3 0.3 0.0
C 1.787 2.422 -4.154 -0.1 0.1 0.2
H 2.432 2.462 -5.035 -0.1 0.0 0.4
C 1.066 3.552 -3.758 0.0 -0.2 0.1
H 1.159 4.491 -4.310 0.0 -0.4 0.2
C 0.222 3.484 -2.643 0.1 -0.2 -0.1
H -0.322 4.370 -2.307 0.1 -0.3 -0.2
C 0.063 2.274 -1.964 0.1 -0.3 -0.2
H -0.645 2.198 -1.134 0.2 0.1 -0.4
C 0.059 4.606 1.858 0.1 0.0 0.0
C 0.219 3.531 0.968 -0.2 -0.3 -0.1
C 0.029 2.226 1.388 0.2 0.4 0.3
C -0.236 1.973 2.765 -0.1 -0.5 0.1
C -0.395 3.067 3.663 -0.1 0.5 0.0
C -0.241 4.369 3.208 -0.1 -0.3 0.1
N -0.291 0.682 3.155 0.0 0.9 -1.4
C -0.820 0.321 4.372 -0.6 -0.4 2.1
C 0.022 0.114 5.494 -0.2 0.1 -0.9
C -0.519 -0.184 6.737 -0.3 -0.1 0.0
C -1.906 -0.313 6.891 0.0 -0.1 0.0
C -2.749 -0.172 5.780 0.2 -0.1 0.2
C -2.219 0.133 4.535 0.8 0.2 -0.6
H 0.179 5.630 1.484 0.0 -0.5 0.2
H 0.489 3.729 -0.066 -0.1 0.0 0.3
H 0.109 1.314 0.744 -0.2 1.5 0.4
H -0.632 2.860 4.705 0.1 0.1 -0.2
H -0.353 5.204 3.902 0.0 -0.3 -0.2
H 1.098 0.217 5.331 -0.3 0.0 0.3
H 0.154 -0.327 7.585 -0.3 0.1 -0.2
H -2.330 -0.553 7.873 0.2 0.1 -0.5
H -3.827 -0.313 5.876 0.3 0.1 0.1
H -2.844 0.244 3.642 0.1 0.0 0.4


72
Properties=species:S:1:pos:R:3:forces:R:3 method="wB97M-V/def2-TZVPD" orbital_gap_ha=0.27065 e_above_lowest_ev=0.1797 homo_energy_ev=-7.09
Pd 0.516 -0.555 1.458 -0.1 -0.1 0.3
C -0.361 -3.029 -0.575 0.0 0.0 0.0
P -1.105 -1.330 -0.727 0.0 0.1 -0.2
C -2.905 -1.616 -0.678 0.0 -0.1 0.0
C -3.709 -0.534 -0.324 -0.1 0.0 0.0
C -5.089 -0.669 -0.236 0.1 0.0 0.0
C -5.678 -1.900 -0.481 0.0 0.0 0.0
C -4.886 -2.990 -0.822 0.0 0.0 0.0
C -3.510 -2.848 -0.924 0.0 0.1 0.0
C -0.775 -0.987 -2.496 0.1 0.0 -0.1
C -1.772 -0.774 -3.446 0.0 0.0 0.0
C -1.443 -0.458 -4.759 0.0 0.0 0.0
C -0.114 -0.363 -5.144 0.0 0.0 0.0
C 0.888 -0.574 -4.206 0.0 0.0 0.0
C 0.564 -0.870 -2.890 0.0 0.0 0.0
C 1.112 -2.859 -0.379 0.0 0.0 0.0
C 2.179 -3.423 -1.048 0.0 0.0 0.0
C 3.349 -2.741 -0.628 0.1 0.0 0.0
C 2.944 -1.790 0.284 -0.1 -0.1 -0.1
C 3.632 -0.669 0.991 0.1 0.0 0.0
P 2.351 0.643 1.016 0.0 0.0 -0.1
C 2.831 1.914 2.205 0.0 0.0 0.1
C 3.558 3.049 1.854 0.0 0.0 0.0
C 3.926 3.967 2.827 0.0 0.0 0.0
C 3.569 3.756 4.153 0.0 0.0 0.0
C 2.835 2.632 4.505 0.0 0.0 0.0
C 2.459 1.716 3.534 0.1 0.1 0.0
C 2.333 1.427 -0.613 0.1 0.1 0.0
C 1.129 1.988 -1.035 0.0 0.0 -0.1
C 1.043 2.611 -2.271 0.0 0.0 0.1
C 2.156 2.668 -3.097 0.1 0.0 0.0
C 3.356 2.101 -2.688 0.0 0.0 0.0
C 3.447 1.485 -1.447 0.0 0.0 0.0
N 1.588 -1.880 0.443 0.0 0.0 0.1
H -0.847 -3.518 0.273 0.0 0.0 0.0
H -0.545 -3.620 -1.473 0.0 0.0 0.0
H -3.246 0.424 -0.112 0.0 0.0 0.0
H -5.699 0.183 0.035 0.0 0.0 0.0
H -6.752 -2.014 -0.403 0.0 0.0 0.0
H -5.343 -3.953 -1.014 0.0 0.0 0.0
H -2.907 -3.703 -1.202 0.0 0.0 0.0
H -2.815 -0.860 -3.165 0.0 0.0 0.0
H -2.232 -0.297 -5.484 0.0 0.0 0.0
H 0.140 -0.124 -6.169 0.0 0.0 0.0
H 1.929 -0.497 -4.492 0.0 0.0 0.0
H 1.361 -1.010 -2.167 0.0 0.0 0.0
H 2.117 -4.217 -1.777 0.0 0.0 0.0
H 4.362 -2.922 -0.954 0.0 0.0 0.0
H 3.863 -0.891 2.036 0.0 0.0 0.0
H 4.556 -0.371 0.496 0.0 0.0 0.0
H 3.828 3.227 0.820 0.0 0.0 0.0
H 4.488 4.849 2.549 0.0 0.0 0.0
H 3.856 4.474 4.910 0.0 0.0 0.0
H 2.542 2.473 5.535 0.0 0.0 0.0
H 1.857 0.854 3.794 0.0 0.0 0.0
H 0.252 1.904 -0.403 0.0 0.0 0.0
H 0.099 3.027 -2.598 0.0 0.0 0.0
H 2.085 3.141 -4.068 0.0 0.0 0.0
H 4.221 2.131 -3.337 0.0 0.0 0.0
H 4.386 1.039 -1.146 0.0 0.0 0.0
O -0.544 0.902 2.398 -0.2 0.0 0.0
N -1.802 0.544 2.725 0.1 0.1 0.0
C -2.663 1.569 2.908 0.1 0.0 0.0
C -3.950 1.354 3.306 0.0 0.0 0.0
C -4.363 0.034 3.525 0.0 0.0 0.0
C -3.477 -0.989 3.326 0.0 0.0 0.0
C -2.153 -0.752 2.900 -0.1 0.0 0.0
S -1.044 -2.017 2.614 0.1 0.0 0.0
H -2.223 2.536 2.716 0.0 0.0 0.0
H -4.614 2.195 3.440 0.0 0.0 0.0
H -5.377 -0.178 3.836 0.0 0.0 0.0
H -3.764 -2.021 3.467 0.0 0.0 0.0


72
Properties=species:S:1:pos:R:3:forces:R:3 method="wB97M-V/def2-TZVPD" orbital_gap_ha=0.21468 total_charge=+1 homo_energy_ev=-11.37
C -5.010 -4.273 -0.611 2.5 0.6 -2.1
C -3.785 -4.127 -1.493 -2.7 -0.2 2.2
C -3.786 -3.061 -2.741 -3.1 -2.7 -0.6
N -3.131 -1.730 -2.445 2.0 -0.6 2.7
C -1.793 -1.562 -3.126 2.1 0.5 -1.0
C -0.484 -1.722 -2.155 0.8 0.3 -0.3
C -0.723 -1.315 -0.585 3.2 -0.3 0.3
N -2.019 -1.834 0.015 -2.8 3.6 -4.7
C -3.095 -1.402 -0.970 1.1 -1.1 1.2
N -4.127 -0.625 -0.429 -0.5 -1.5 0.2
H -6.040 -4.588 -1.113 2.0 2.0 1.2
H -4.898 -4.072 0.549 -0.2 -1.9 -2.4
H -2.891 -4.861 -1.225 -1.3 2.7 -0.2
H -4.930 -2.819 -2.982 2.4 -0.7 0.6
H -3.375 -3.616 -3.687 -0.3 1.8 1.7
H -1.644 -2.318 -4.037 -0.7 1.6 2.2
H -1.760 -0.481 -3.629 -0.3 -2.3 1.3
H 0.026 -2.795 -2.265 -1.5 2.3 0.5
H 0.334 -0.960 -2.573 -1.8 -1.7 1.0
H -0.595 -0.139 -0.423 -0.6 -2.5 -0.4
H 0.154 -1.815 0.053 -2.0 1.2 -1.5
H -2.246 -1.384 0.930 0.2 -0.4 -1.0
H -4.940 -1.149 -0.026 1.0 1.0 -0.7
H -4.092 0.414 -0.340 0.2 -1.3 -0.2
C -2.319 3.202 -4.626 -0.1 0.1 0.4
C -1.376 4.123 -5.080 0.1 0.2 0.3
C -0.882 5.101 -4.214 -0.1 -0.2 -0.2
C -1.343 5.165 -2.894 -0.1 -0.3 -0.6
C -2.304 4.259 -2.447 0.0 -0.3 -0.5
C -2.785 3.267 -3.313 0.2 0.0 -0.3
C -2.834 4.348 -1.071 -0.7 -0.6 0.4
O -3.676 3.550 -0.678 0.3 0.0 -0.1
C -2.341 5.417 -0.180 -0.1 0.2 0.5
C -2.877 5.549 1.108 0.1 0.2 0.2
C -2.407 6.549 1.961 -0.1 -0.3 -0.3
C -1.398 7.413 1.537 0.1 -0.1 -0.3
C -0.866 7.287 0.252 -0.1 0.0 0.2
C -1.346 6.293 -0.611 0.0 0.3 0.6
C -0.803 6.192 -1.980 1.2 1.1 -0.4
O 0.081 6.953 -2.356 -0.7 -0.6 0.2
H -2.696 2.434 -5.298 0.0 0.2 0.1
H -1.022 4.080 -6.108 -0.1 0.0 0.2
H -0.142 5.814 -4.574 -0.2 -0.1 0.3
H -3.525 2.548 -2.967 0.1 0.3 0.0
H -3.663 4.877 1.448 0.2 0.1 -0.2
H -2.828 6.653 2.959 0.1 0.0 -0.2
H -1.026 8.187 2.204 -0.1 -0.1 -0.2
H -0.081 7.968 -0.074 -0.2 -0.3 -0.1
C 7.859 -1.401 3.510 -0.3 -0.1 -0.2
C 7.942 -2.404 4.475 -0.3 -0.2 -0.1
C 6.903 -3.325 4.615 0.2 0.2 0.0
C 5.771 -3.235 3.797 0.5 0.2 0.2
C 5.677 -2.216 2.849 0.5 0.2 0.1
C 6.729 -1.304 2.698 0.2 0.0 0.2
C 4.465 -2.081 2.015 0.2 1.1 -0.9
O 4.383 -1.189 1.180 -0.1 -0.5 0.4
C 3.351 -3.031 2.207 -0.6 -0.2 -0.1
C 2.174 -2.880 1.463 -0.3 -0.3 0.1
C 1.121 -3.782 1.629 0.5 0.2 0.1
C 1.243 -4.840 2.529 0.3 0.0 0.2
C 2.413 -4.990 3.275 -0.3 0.0 -0.2
C 3.465 -4.078 3.121 -0.7 -0.2 -0.3
C 4.684 -4.224 3.941 0.4 -1.2 1.2
O 4.791 -5.151 4.736 -0.2 0.7 -0.6
H 8.673 -0.688 3.394 -0.2 -0.1 0.0
H 8.818 -2.472 5.116 -0.2 0.0 -0.1
H 6.977 -4.110 5.367 -0.2 0.1 -0.3
H 6.668 -0.514 1.951 -0.1 -0.2 0.2
H 2.071 -2.058 0.756 0.3 -0.1 0.2
H 0.205 -3.659 1.054 0.1 -0.1 0.1
H 0.426 -5.547 2.653 0.2 0.1 0.0
H 2.500 -5.816 3.980 0.1 0.3 -0.1


Number 1: molar mass 721.29 g/mol, electronic energy -2298.327926 Eh. Number 2: molar mass 695.07 g/mol, electronic energy -2745.279473 Eh. Number 3: molar mass 556.64 g/mol, electronic energy -1816.469096 Eh.